No. 1
15
Properties=species:S:1:pos:R:3:forces:R:3 method="wB97M-V/def2-TZVPD" smiles="N=C=CCO.C=N" de_lowest_ev=4.809 max_force_ha_per_bohr=0.0125 homo_lumo_gap_ev=9.685
N -1.601137 -0.908330 -1.392845 0.61 0.19 0.02
C -0.454716 -0.536045 -1.384234 -0.42 -0.04 0.18
C 0.541551 0.191997 -0.812604 -0.01 -0.13 -0.24
C 1.840093 -0.363274 -0.274632 -0.09 -0.27 -0.23
O 2.403212 0.551058 0.633072 -0.12 0.11 0.19
H -1.998946 -0.494314 -0.332322 0.02 -0.02 -0.09
H 0.616287 1.215437 -1.182549 -0.05 -0.11 0.12
H 2.573736 -0.510007 -1.075891 -0.18 0.05 0.08
H 1.657039 -1.351367 0.178743 0.05 0.14 0.00
H 1.664873 0.943594 1.124617 0.17 -0.01 -0.02
C -1.768682 0.254994 0.928600 0.17 0.22 0.27
N -0.446197 0.433464 1.007570 -0.34 -0.15 0.07
H -2.237883 -0.539443 1.511343 0.09 0.01 -0.12
H -2.377953 1.142794 0.756697 0.08 -0.11 -0.09
H -0.050953 -0.412900 1.430314 0.03 0.12 -0.15



No. 2
15
Properties=species:S:1:pos:R:3:forces:R:3 method="wB97M-V/def2-TZVPD" smiles="C=C1[C@H]2O[C@H]2[C@H]1O.[H][H]" de_lowest_ev=4.031 max_force_ha_per_bohr=0.0079 homo_lumo_gap_ev=10.742
C -1.360217 1.218927 -0.742411 0.15 -0.03 0.01
C -0.271813 0.601338 -0.313255 -0.25 0.06 -0.03
C 0.508912 0.639559 0.959858 -0.08 0.39 0.11
O 0.842591 -0.717922 1.295606 -0.02 -0.14 0.09
C 1.636995 -0.055970 0.318174 0.32 -0.02 -0.03
C 0.841440 -0.231679 -0.988750 0.09 0.27 -0.14
O 0.575583 -1.549483 -1.358678 -0.11 -0.17 0.18
H -1.929723 1.875307 -0.088333 0.07 -0.14 -0.08
H -1.707053 1.105130 -1.765654 0.05 -0.01 0.13
H 0.496292 1.356750 1.772586 0.03 -0.08 -0.13
H 2.705482 0.028395 0.493876 -0.21 -0.06 -0.04
H 1.269600 0.276294 -1.855220 -0.01 -0.01 0.09
H 0.275734 -1.992430 -0.548902 0.02 0.00 -0.21
H -2.269223 -1.202997 1.251259 0.01 -0.04 0.04
H -1.614593 -1.351215 1.569839 -0.06 -0.02 0.01



No. 3
10
Properties=species:S:1:pos:R:3:forces:R:3 method="wB97M-V/def2-TZVPD" de_lowest_ev=0.497 max_force_ha_per_bohr=0.0264 homo_lumo_gap_ev=6.572 charge=-1
S -0.049929 -3.110573 1.259638 -0.01 0.20 0.11
H 0.130635 -3.265796 -0.057500 0.02 -0.03 -0.16
N 0.501762 0.155915 -0.715465 0.89 0.61 -0.39
C -0.104892 1.364739 -0.317374 -0.71 -0.24 0.18
O -0.609524 1.379997 1.029740 0.31 1.28 -0.30
H 1.262084 -0.180755 -0.130867 -0.55 -0.20 -0.12
H -0.153728 -0.532429 -1.011778 -0.08 -0.75 0.37
H 0.577860 2.206934 -0.434760 -0.02 0.12 0.16
H -0.985382 1.494523 -0.952627 0.17 0.31 -0.27
H -0.568884 0.487449 1.330995 -0.02 -1.29 0.43



No. 4
12
Properties=species:S:1:pos:R:3:forces:R:3 method="wB97M-V/def2-TZVPD" de_lowest_ev=0.000 max_force_ha_per_bohr=0.1603 homo_lumo_gap_ev=10.675 charge=+2
Hg -0.191957 -0.174902 -0.170476 0.56 0.56 0.55
O -0.673752 3.231969 -0.152952 0.68 -4.20 0.14
C -0.502027 2.101565 -0.120403 -0.76 4.61 0.02
C 1.975112 -0.857648 -0.123124 4.70 -1.64 0.03
O 3.059738 -1.224246 -0.155345 -4.19 1.47 0.15
C -1.836201 -1.539205 -0.083331 -6.31 -5.30 -0.22
O -2.730639 -2.291020 -0.173812 5.52 4.65 0.57
C -0.102859 -0.082705 -2.416689 0.07 0.07 -8.01
O -0.097546 -0.079927 -3.581263 -0.01 0.00 6.27
O 0.699663 0.574262 2.345531 -2.38 -1.94 -1.50
H 0.691249 -0.437522 2.316445 0.31 1.79 1.01
H -0.290786 0.779379 2.315422 1.80 -0.07 0.99



No. 5
61
Properties=species:S:1:pos:R:3:forces:R:3 method="wB97M-V/def2-TZVPD" max_force_ha_per_bohr=0.1192 homo_lumo_gap_ev=8.034 charge=+2
C -4.634239 -2.427892 1.648810 0.34 -0.97 -0.62
C -3.170009 -2.564292 1.727290 2.59 0.13 3.58
O -2.511889 -2.666202 2.766580 -1.75 0.27 -3.63
N -2.380549 -2.646392 0.416490 -0.96 -1.74 0.43
H -3.000419 -2.520002 -0.370830 -0.52 -0.30 -0.36
H -1.820729 -1.807702 0.358930 1.67 0.61 0.20
C -1.663979 -4.040212 0.246910 -0.44 1.07 -0.33
H -4.999859 -1.715442 0.909330 0.02 0.47 0.49
H -5.022359 -2.431672 2.667370 -0.23 0.44 -0.35
H -4.898129 -3.371442 1.171120 -0.50 -0.45 0.08
H -1.388729 -4.094822 -0.806350 0.30 0.09 0.26
H -2.393939 -4.831632 0.416970 -0.07 0.28 0.34
H -0.819719 -4.095202 0.934140 -0.26 0.08 -0.20
C 1.493431 1.252128 3.350820 0.85 -0.98 -1.12
C 1.645581 -0.260452 3.606850 -0.41 -1.07 3.41
O 1.706591 -0.800112 4.696500 -0.10 1.31 -2.91
N 1.762041 -1.181672 2.375030 1.90 1.18 0.21
H 1.412811 -2.124242 2.473570 0.16 -0.44 1.07
H 1.122871 -0.805272 1.689550 -0.26 0.80 -1.42
C 3.264601 -1.221672 1.915240 -0.99 -1.28 -0.62
H 2.107031 1.453168 2.472650 0.13 0.19 -0.14
H 1.886471 1.880128 4.150340 -0.28 -0.51 0.25
H 0.497511 1.550798 3.023650 -0.13 -0.40 0.34
H 3.571421 -0.281092 1.457770 -0.07 -0.01 0.66
H 3.363111 -1.972642 1.131380 -0.53 0.19 -0.39
H 3.867181 -1.686532 2.695560 -0.12 0.94 0.48
C -2.091629 3.532538 2.283190 -0.66 -0.03 -0.47
C -2.149109 3.791108 0.757990 0.41 5.34 -1.26
O -2.048179 4.906768 0.185650 -0.48 -5.63 2.37
N -2.429779 2.544298 -0.093670 0.78 0.80 -1.86
H -1.639339 1.941268 0.084240 0.96 -1.13 0.33
H -3.239139 2.019548 0.205810 -0.41 0.09 0.37
C -2.502409 2.672588 -1.681360 -1.03 0.84 1.54
H -2.088969 4.407988 2.932560 0.11 0.55 -0.85
H -1.276669 2.926748 2.679360 0.02 -0.33 -0.70
H -3.038969 3.056828 2.536860 -0.02 -0.42 0.04
H -1.564599 3.000488 -2.129810 -0.01 -0.12 0.57
H -3.281539 3.424738 -1.805110 0.22 0.03 -0.36
H -2.870279 1.725788 -2.076780 0.31 -0.03 0.28
C 0.922691 2.254578 -4.306620 0.26 -0.27 0.83
C 1.408591 2.437178 -2.877590 -2.76 1.03 1.80
O 0.851621 3.106608 -2.000910 2.09 -1.96 -2.44
N 2.513421 1.483338 -2.485060 -0.06 2.99 0.39
H 2.228171 0.547108 -2.734490 -1.08 -2.33 0.38
H 3.230121 1.599348 -3.187190 0.91 0.38 -0.11
C 3.033841 1.692168 -1.072260 -0.18 -0.38 -0.92
H 1.709241 2.465258 -5.031230 -0.13 0.13 -0.08
H -0.011949 2.780438 -4.501580 0.44 0.40 0.11
H 0.675511 1.196068 -4.387640 0.20 -0.32 -0.10
H 2.211271 1.531148 -0.375440 0.09 -0.32 -0.22
H 3.357251 2.727308 -0.962790 0.20 -0.21 -0.22
H 3.826101 0.945668 -1.016020 -0.03 0.21 0.53
Cl -0.275889 0.067128 0.272070 -0.58 0.18 0.23
C 1.337031 -3.347662 -1.606780 3.32 1.35 -2.19
F 0.609661 -2.580782 -0.814240 -0.91 -0.64 1.25
F 2.098651 -4.260962 -0.949510 -1.55 0.81 -0.21
F 0.576181 -3.927212 -2.534420 0.10 -0.05 0.92
S 2.541651 -2.040802 -2.442330 3.07 -0.70 -1.73
O 3.260101 -2.703222 -3.509480 -0.43 -0.84 1.26
O 1.683801 -1.047302 -3.073240 -1.65 1.35 0.86
O 3.437451 -1.465712 -1.407860 -1.84 -0.68 -0.03



No. 6
73
Properties=species:S:1:pos:R:3:forces:R:3 method="wB97M-V/def2-TZVPD" multiplicity=2 s_squared=0.7720 de_lowest_ev=1.082 max_force_ha_per_bohr=0.0160 homo_lumo_gap_ev="5.735 / 7.309" charge=-1
Sc 0.094518 -0.240228 -0.105855 0.71 0.35 0.24
O 3.597927 -2.875240 -0.247152 0.03 -0.05 0.01
C 2.806257 -1.936092 -0.379221 -0.13 0.05 -0.02
N 1.519549 -1.888515 -0.031080 0.02 -0.12 -0.12
C 1.058864 -3.058344 0.684926 0.00 0.07 0.04
C 0.431089 -2.650093 1.992215 0.07 0.09 0.02
C -0.139411 -3.603236 2.833308 0.00 -0.06 0.06
C -0.663788 -3.202790 4.043003 0.00 -0.03 0.00
C -0.617255 -1.855213 4.381238 0.02 -0.01 -0.01
C -0.070343 -0.973082 3.473512 0.06 0.00 0.02
N 0.457176 -1.354555 2.303486 -0.26 -0.13 -0.14
C 3.315325 -0.656150 -0.987194 -0.01 0.01 -0.11
C 4.608443 -0.614579 -1.488672 0.01 -0.04 0.00
C 5.076452 0.566263 -2.031041 -0.02 0.02 0.00
C 4.229878 1.663998 -2.048552 0.06 -0.06 -0.01
C 2.954331 1.527652 -1.530614 -0.02 0.08 0.01
N 2.492206 0.392158 -1.007189 0.01 -0.04 0.14
H 1.899568 -3.720757 0.898920 0.04 -0.06 -0.03
H 0.326329 -3.622138 0.100426 -0.02 0.00 0.00
H -0.164506 -4.640274 2.521469 0.00 0.02 0.00
H -1.111350 -3.925451 4.715097 0.01 0.01 -0.01
H -1.023068 -1.492612 5.315749 0.01 0.01 -0.01
H -0.065044 0.090721 3.666679 0.00 0.01 -0.01
H 5.198816 -1.517554 -1.428672 0.00 0.01 -0.01
H 6.080763 0.631720 -2.432003 -0.01 0.00 0.00
H 4.542904 2.615097 -2.457936 -0.01 0.00 0.01
H 2.269289 2.365148 -1.528421 0.00 -0.02 0.01
O -1.612235 0.003513 1.409014 -0.04 0.05 -0.09
S -2.586349 0.688617 0.536272 -0.08 0.18 0.01
O -3.179485 1.862183 1.118047 0.01 0.08 0.03
O -1.923737 0.885105 -0.755728 -0.09 -0.13 -0.07
C -3.928793 -0.470399 0.302195 0.01 -0.06 0.02
C -5.111722 -0.159268 0.961873 0.07 0.01 -0.03
C -6.197130 -1.018002 0.908313 -0.01 -0.06 -0.03
C -6.101545 -2.203055 0.196664 -0.06 0.04 0.05
C -4.926470 -2.519597 -0.464486 0.09 0.02 -0.03
C -3.834113 -1.661624 -0.425051 0.04 0.11 0.03
S -2.429284 -2.169830 -1.423410 -0.21 -0.12 -0.11
O -2.507087 -1.394872 -2.644209 0.06 0.05 0.02
O -2.577452 -3.593957 -1.581843 0.08 -0.01 0.05
O -1.219393 -1.837517 -0.632169 -0.07 -0.10 0.03
H -5.159035 0.768834 1.513521 -0.01 -0.01 0.00
H -7.110888 -0.757618 1.426684 -0.01 -0.01 0.00
H -6.940917 -2.885882 0.152711 0.00 0.01 0.00
H -4.828163 -3.439979 -1.022508 -0.02 0.00 0.01
S 0.958802 2.213624 2.354357 -0.01 0.03 0.01
C 0.599837 3.900242 2.704115 -0.19 -0.10 -0.01
N -0.749641 4.266321 2.600473 0.18 0.07 -0.01
C -1.132674 5.565065 2.874686 0.01 -0.05 -0.01
C -0.250799 6.454855 3.387482 0.10 -0.03 0.02
C 1.108029 6.081693 3.595933 0.00 0.06 0.00
C 1.501102 4.788793 3.212727 0.01 0.04 -0.01
H -1.337804 3.695630 2.012549 -0.10 -0.08 -0.01
H -2.168524 5.802203 2.680336 0.01 -0.02 -0.01
H -0.595392 7.452286 3.624413 0.00 0.00 -0.01
H 1.826148 6.785979 3.990072 -0.02 -0.01 0.00
H 2.530765 4.466485 3.306504 -0.03 0.01 0.01
S 0.280987 3.177859 -0.353672 -0.12 -0.05 0.11
C 0.565925 1.934286 0.693354 -0.06 0.02 -0.11
N -0.013165 0.146743 -2.449659 0.12 -0.11 -0.01
C 0.860406 -0.506862 -3.370994 0.00 -0.07 0.01
C 0.910478 -1.897922 -3.402587 -0.03 0.02 0.04
C 1.797797 -2.540287 -4.249953 0.00 0.00 -0.01
C 2.650135 -1.809791 -5.068584 0.00 0.03 0.01
C 2.594525 -0.424171 -5.042516 -0.01 -0.02 0.01
C 1.696815 0.223547 -4.205114 0.01 0.06 0.00
H 0.068205 1.158574 -2.508455 -0.12 0.06 0.02
H -0.988841 -0.119740 -2.606873 -0.03 -0.02 -0.03
H 0.266006 -2.466708 -2.745285 0.01 -0.01 0.00
H 1.833358 -3.622376 -4.256446 0.00 0.01 0.00
H 3.354045 -2.316526 -5.716757 -0.01 0.00 0.00
H 3.251669 0.160228 -5.675391 -0.01 0.00 0.01
H 1.650695 1.307495 -4.187052 0.01 -0.03 0.00